(1)
This record from the OMol25 dataset describes 4 unconnected molecules or ions with the total composition C47H37INO7. The level of theory is ωB97M-V/def2-TZVPD.

Structure (XYZ):
```
93
Properties=species:S:1:pos:R:3:mulliken_charge:R:1
C -3.470 1.128 1.669 -1.14
C -4.253 0.513 0.513 -0.28
C -5.601 -0.130 0.875 -0.41
I -5.424 -2.238 1.025 0.23
N -6.144 0.384 2.180 -0.10
C -6.764 1.797 2.129 -0.47
O -8.066 1.700 1.757 -0.40
C -8.417 1.903 0.380 -0.67
H -3.946 2.002 2.124 0.31
H -2.503 1.457 1.285 0.17
H -3.247 0.392 2.451 0.37
H -4.416 1.227 -0.298 0.32
H -3.621 -0.274 0.099 0.29
H -6.386 0.064 0.149 0.30
H -6.902 -0.224 2.502 0.41
H -5.397 0.334 2.878 0.40
H -6.690 2.181 3.147 0.36
H -6.144 2.376 1.437 0.46
H -7.695 2.576 -0.090 0.34
H -9.400 2.367 0.389 0.25
H -8.466 0.955 -0.159 0.31
C -5.277 -4.555 -2.351 -0.41
C -5.492 -5.146 -3.594 -0.53
C -4.453 -5.253 -4.506 -0.65
C -3.198 -4.742 -4.193 0.35
C -2.992 -4.140 -2.956 -0.15
C -4.022 -4.073 -2.030 0.12
C -1.691 -3.497 -2.603 0.33
O -1.542 -2.943 -1.530 -0.63
C -0.619 -3.528 -3.629 0.12
C 0.564 -2.851 -3.369 -0.76
C 1.605 -2.891 -4.281 -0.42
C 1.451 -3.599 -5.469 -0.59
C 0.257 -4.243 -5.753 -0.65
C -0.787 -4.206 -4.838 0.39
C -2.084 -4.859 -5.190 0.53
O -2.247 -5.436 -6.239 -0.65
H -6.089 -4.499 -1.636 0.28
H -6.469 -5.537 -3.846 0.41
H -4.593 -5.721 -5.471 0.50
H -3.786 -3.643 -1.067 0.22
H 0.649 -2.297 -2.446 0.84
H 2.533 -2.379 -4.062 0.45
H 2.264 -3.635 -6.182 0.40
H 0.112 -4.778 -6.682 0.51
C 4.125 5.977 4.982 -0.59
C 4.296 6.770 3.853 -0.48
C 3.758 6.379 2.639 -0.61
C 3.050 5.187 2.546 0.16
C 2.881 4.388 3.680 0.16
C 3.419 4.789 4.897 -0.51
C 2.136 3.099 3.616 0.68
O 1.950 2.416 4.599 -0.69
C 1.612 2.676 2.279 0.15
C 0.959 1.453 2.176 -1.10
C 0.454 1.045 0.954 -0.13
C 0.595 1.851 -0.171 -1.17
C 1.250 3.067 -0.073 -0.75
C 1.761 3.481 1.152 0.20
C 2.475 4.796 1.227 0.51
O 2.574 5.505 0.251 -0.66
H 4.546 6.287 5.929 0.41
H 4.852 7.696 3.922 0.42
H 3.876 6.981 1.748 0.48
H 3.276 4.154 5.761 0.50
H 0.867 0.842 3.064 0.95
H -0.039 0.082 0.871 0.91
H 0.205 1.524 -1.127 0.60
H 1.384 3.711 -0.931 0.51
C 1.367 -1.324 1.993 -1.18
C 1.212 -2.002 0.787 -0.34
C 2.257 -2.033 -0.120 -1.15
C 3.447 -1.375 0.157 0.36
C 3.599 -0.695 1.364 -0.02
C 2.555 -0.675 2.283 -0.28
C 4.866 0.027 1.692 0.57
O 5.002 0.607 2.745 -0.67
C 5.950 0.005 0.664 0.19
C 7.132 0.685 0.928 -0.53
C 8.154 0.681 -0.005 -0.55
C 8.003 -0.003 -1.206 -0.52
C 6.827 -0.681 -1.476 -0.61
C 5.796 -0.680 -0.544 0.17
C 4.536 -1.408 -0.866 0.58
O 4.387 -1.994 -1.918 -0.67
H 0.558 -1.308 2.713 0.42
H 0.282 -2.506 0.551 0.55
H 2.175 -2.567 -1.055 1.11
H 2.700 -0.144 3.214 0.75
H 7.227 1.207 1.870 0.50
H 9.075 1.211 0.202 0.41
H 8.806 -0.006 -1.931 0.41
H 6.686 -1.220 -2.403 0.48
```

Values from the calculation:
Orbital gap = 7.58 eV
Net charge = +1
HOMO energy = -10.9 eV

---

(2)
This record from the OMol25 dataset describes a molecular structure, C47H38BrClCrN4O6PS. The level of theory is ωB97M-V/def2-TZVPD.

Structure (XYZ):
```
100
Properties=species:S:1:pos:R:3:mulliken_spin:R:1
Cr 0.136 -0.892 0.510 3.10
O 0.375 -1.206 3.948 0.01
S -0.977 -1.564 3.593 0.03
O -1.514 -2.759 4.188 0.00
N -1.139 -1.529 2.013 0.03
C -2.377 -2.010 1.484 0.02
C -3.553 -2.222 2.192 0.07
C -4.697 -2.639 1.519 -0.01
C -4.685 -2.857 0.152 0.05
C -3.506 -2.666 -0.587 -0.10
C -3.409 -2.869 -1.992 0.47
C -2.178 -2.646 -2.616 -0.08
C -1.096 -2.219 -1.890 0.20
N -1.152 -2.009 -0.544 0.05
C -2.345 -2.239 0.104 0.01
C -2.001 -0.219 4.177 0.00
C -2.404 0.802 3.326 0.01
C -3.148 1.859 3.834 0.00
C -3.488 1.891 5.179 0.00
C -3.094 0.859 6.021 0.00
C -2.355 -0.203 5.520 0.00
H -3.596 -2.090 3.265 0.04
H -5.607 -2.799 2.085 0.00
H -5.579 -3.184 -0.365 -0.01
H -4.279 -3.194 -2.546 0.03
H -2.057 -2.799 -3.680 0.00
H -0.147 -2.019 -2.365 0.08
H -2.165 0.747 2.270 0.02
H -3.476 2.649 3.171 0.00
H -4.074 2.712 5.572 0.00
H -3.371 0.875 7.067 0.00
H -2.054 -1.023 6.157 0.00
O 3.150 2.645 4.756 0.00
C 2.543 1.890 3.801 0.00
C 1.293 2.194 3.279 -0.01
C 0.780 1.361 2.311 -0.02
N 1.404 0.266 1.853 -0.09
C 2.586 -0.014 2.386 0.01
Br 3.443 -1.608 1.892 0.01
C 3.213 0.769 3.339 0.00
H 2.556 3.352 5.031 0.00
H 0.721 3.048 3.618 0.00
H -0.174 1.552 1.843 0.03
H 4.175 0.491 3.738 0.00
C 6.250 -1.946 -2.150 0.00
C 5.859 -2.838 -1.007 0.00
C 6.717 -3.012 0.075 0.00
C 6.366 -3.842 1.120 0.00
Cl 7.471 -4.036 2.465 0.00
C 5.161 -4.525 1.123 0.00
C 4.296 -4.359 0.054 0.00
C 4.640 -3.521 -0.999 0.00
O 3.791 -3.431 -2.078 0.00
C 3.007 -2.252 -2.168 0.00
C 1.997 -2.065 -1.044 0.00
O 1.603 -0.849 -0.896 0.03
O 1.616 -3.005 -0.359 0.00
H 7.335 -1.893 -2.239 0.00
H 5.882 -0.929 -2.007 0.00
H 5.838 -2.315 -3.088 0.00
H 7.671 -2.501 0.096 0.00
H 4.898 -5.161 1.956 0.00
H 3.329 -4.838 0.032 0.00
H 2.439 -2.352 -3.098 0.00
H 3.625 -1.356 -2.251 0.00
N -0.694 0.748 -0.081 -0.10
P -0.888 1.601 -1.329 0.01
C -2.669 1.841 -1.694 0.00
C -3.182 2.875 -2.473 0.00
C -4.543 2.952 -2.730 0.00
C -5.401 1.987 -2.214 0.00
C -4.896 0.952 -1.442 0.02
C -3.535 0.882 -1.177 0.01
C -0.260 3.325 -1.232 0.01
C 0.106 4.088 -2.337 0.00
C 0.529 5.401 -2.184 0.00
C 0.593 5.969 -0.919 0.00
C 0.231 5.218 0.190 0.00
C -0.192 3.907 0.031 0.00
C -0.189 1.063 -2.924 0.00
C -0.982 0.491 -3.913 0.02
C -0.409 0.018 -5.088 0.01
C 0.961 0.113 -5.280 0.00
C 1.762 0.680 -4.294 0.00
C 1.188 1.148 -3.123 0.01
H -2.520 3.629 -2.881 0.00
H -4.934 3.763 -3.332 0.00
H -6.463 2.045 -2.418 0.00
H -5.556 0.191 -1.044 0.00
H -3.123 0.081 -0.572 0.00
H 0.070 3.654 -3.330 0.00
H 0.815 5.978 -3.054 0.00
H 0.929 6.991 -0.800 0.00
H 0.282 5.651 1.181 0.00
H -0.474 3.312 0.892 0.00
H -2.048 0.388 -3.763 0.01
H -1.035 -0.437 -5.845 0.00
H 1.409 -0.260 -6.192 0.00
H 2.833 0.746 -4.434 0.00
H 1.817 1.555 -2.342 0.00
```

Values from the calculation:
<S²> = 6.06
2S+1 = 5
Orbital gap (alpha / beta) = 4.13 / 6.71 eV
Net charge = -1
Relative energy (zero: lowest compared OMol25 entry of this formula, charge and spin) = 35.98 kJ/mol
HOMO energy (alpha / beta) = -2.1 / -4.6 eV

---

Values for max |F|, hartree/bohr, ordered as above
0.01980; 0.01334